Entry from the OMol25 dataset: a 8-piece molecular cluster, C39H34F3N5O19 overall in a non-equilibrium geometry (ωB97M-V with the def2-TZVPD basis set).

Element x y z (Å)
1 O -0.98 31.29 4.79
2 N -0.45 31.00 3.70
3 O 0.82 30.84 3.65
4 C -1.27 30.70 2.47
5 C -2.63 30.53 2.67
6 C -3.54 30.46 1.68
7 C -2.90 30.41 0.38
8 C -1.53 30.54 0.14
9 C -0.68 30.81 1.19
10 H -3.12 30.33 3.61
11 H -4.60 30.41 1.85
12 H -3.55 30.27 -0.47
13 H -1.22 30.39 -0.88
14 H 0.38 30.92 1.03
15 O -3.53 38.14 -0.53
16 N -3.06 38.81 -1.42
17 O -3.14 38.44 -2.53
18 C -2.32 40.09 -1.20
19 C -1.87 40.99 -2.17
20 C -1.33 42.21 -1.80
21 C -1.18 42.55 -0.44
22 C -1.62 41.62 0.51
23 C -2.26 40.45 0.14
24 H -2.03 40.70 -3.20
25 H -1.06 42.94 -2.55
26 H -0.95 43.56 -0.11
27 H -1.61 41.81 1.57
28 H -2.52 39.71 0.89
29 O 1.41 33.53 2.46
30 N 1.49 33.86 1.32
31 O 0.60 33.55 0.53
32 C 2.63 34.58 0.73
33 C 2.90 34.63 -0.68
34 C 4.01 35.25 -1.13
35 C 5.00 35.66 -0.24
36 C 4.78 35.66 1.08
37 C 3.53 35.21 1.58
38 H 2.11 34.19 -1.26
39 H 4.31 35.19 -2.17
40 H 5.99 35.95 -0.56
41 H 5.63 35.82 1.73
42 H 3.46 34.91 2.61
43 O -6.76 33.45 4.27
44 N -5.58 33.24 4.20
45 O -5.12 32.12 4.43
46 C -4.72 34.29 3.83
47 C -5.27 35.35 3.09
48 C -4.49 36.45 2.75
49 C -3.08 36.34 2.79
50 C -2.51 35.31 3.61
51 C -3.35 34.30 4.16
52 H -6.34 35.33 3.01
53 H -4.90 37.28 2.19
54 H -2.36 37.07 2.46
55 H -1.44 35.22 3.72
56 H -2.92 33.53 4.78
57 O -10.44 35.05 -4.20
58 N -9.48 34.98 -4.91
59 O -9.52 34.69 -6.11
60 C -8.15 35.15 -4.24
61 C -6.96 34.49 -4.66
62 C -5.81 34.60 -3.86
63 C -5.69 35.52 -2.82
64 C -6.81 36.30 -2.54
65 C -8.01 36.12 -3.23
66 H -7.05 33.83 -5.52
67 H -4.93 34.06 -4.17
68 H -4.83 35.70 -2.20
69 H -6.99 37.07 -1.81
70 H -8.89 36.71 -2.99
71 O 5.46 39.47 -0.18
72 C 4.30 39.10 -0.31
73 O 3.51 38.67 0.68
74 C 2.29 38.18 0.02
75 C 2.27 38.82 -1.34
76 F 1.61 40.06 -1.19
77 O 3.61 39.13 -1.51
78 H 2.45 37.13 -0.20
79 H 1.43 38.31 0.68
80 H 1.89 38.27 -2.20
81 O 1.04 32.19 -3.19
82 C 0.16 31.54 -3.69
83 O 0.16 31.26 -5.05
84 C -0.83 30.29 -5.32
85 C -1.70 30.52 -4.13
86 F -2.41 29.41 -3.92
87 O -0.90 30.91 -3.07
88 H -1.35 30.55 -6.24
89 H -0.39 29.29 -5.33
90 H -2.47 31.25 -4.34
91 O -0.13 36.79 -2.12
92 C -0.81 35.89 -1.65
93 O -1.60 36.09 -0.60
94 C -2.21 34.87 -0.20
95 C -1.91 33.93 -1.33
96 F -2.83 33.78 -2.32
97 O -0.82 34.57 -1.97
98 H -2.03 34.48 0.81
99 H -3.28 35.06 -0.13
100 H -1.56 32.93 -1.07

Maximum force: 4.59 eV/A
Net charge: 0
SMILES: O=[N+]([O-])c1ccccc1.O=[N+]([O-])c1ccccc1.O=[N+]([O-])c1ccccc1.O=[N+]([O-])c1ccccc1.O=[N+]([O-])c1ccccc1.O=C1OC[C@@H](F)O1.O=C1OC[C@@H](F)O1.O=C1OC[C@@H](F)O1
HOMO: -10.07 eV
Frontier orbital gap: 9.1 eV
Electronic energy: -3508.96369 hartree

---

Entry from the OMol25 dataset: a 2-piece molecular cluster, C5H13IN2 overall in a non-equilibrium geometry (ωB97M-V with the def2-TZVPD basis set).

Element x y z (Å)
1 C -0.97 0.55 -1.76
2 C 0.21 0.23 -1.39
3 I 1.34 -1.48 -2.26
4 C 1.06 1.18 -0.59
5 C 1.66 2.10 -1.65
6 H -1.63 -0.05 -2.38
7 H -1.41 1.50 -1.32
8 H 0.49 1.75 0.13
9 H 1.86 0.64 0.12
10 H 2.21 2.89 -1.19
11 H 0.84 2.70 -2.10
12 H 2.33 1.53 -2.36
13 C -0.25 -1.71 2.57
14 N -0.50 -1.29 1.21
15 N -1.91 -1.34 0.85
16 H -0.08 -2.85 2.52
17 H 0.76 -1.32 2.96
18 H -1.11 -1.45 3.25
19 H -0.25 -0.29 0.99
20 H -2.16 -2.40 0.78
21 H -2.51 -0.91 1.63

Maximum force: 3.21 eV/A
Relative energy (zero: lowest compared OMol25 entry of this formula, charge and spin): 8.1 kcal per mole
Net charge: 0
SMILES: C=C(I)CC.CNN
HOMO: -8.82 eV
Frontier orbital gap: 9.3 eV
Electronic energy: -605.39776 hartree

---

Entry from the OMol25 dataset: one molecule with the formula C6H7N in a non-equilibrium geometry (ωB97M-V with the def2-TZVPD basis set).

Element x y z (Å)
1 N -0.55 2.82 -1.24
2 C -0.38 1.95 -0.50
3 C -0.15 0.83 0.42
4 C 1.24 0.17 0.16
5 C 0.90 -1.23 -0.28
6 C -0.41 -1.48 -0.24
7 C -1.22 -0.30 0.23
8 H -0.20 1.23 1.43
9 H 1.81 0.71 -0.60
10 H 1.86 0.17 1.07
11 H 1.66 -1.94 -0.59
12 H -0.87 -2.42 -0.52
13 H -1.98 0.00 -0.50
14 H -1.73 -0.51 1.17

Maximum force: 1.12 eV/A
Relative energy (zero: lowest compared OMol25 entry of this formula, charge and spin): 19.8 kcal per mole
Net charge: 0
SMILES: N#CC1CC=CC1
HOMO: -9.74 eV
Frontier orbital gap: 10.6 eV
Electronic energy: -287.55563 hartree

---

Entry from the OMol25 dataset: a 2-piece molecular cluster, C5H10O3 overall in a non-equilibrium geometry (ωB97M-V with the def2-TZVPD basis set).

Element x y z (Å)
1 C -1.13 0.12 -0.17
2 C -1.59 1.56 -0.29
3 C -1.43 2.33 -1.37
4 O -1.89 3.64 -1.35
5 H -1.97 -0.56 0.04
6 H -0.63 -0.18 -1.11
7 H -0.38 0.08 0.67
8 H -2.12 1.96 0.58
9 H -0.96 1.99 -2.30
10 H -1.68 4.15 -2.15
11 C 1.09 -2.78 1.83
12 C 1.47 -1.90 0.66
13 O 1.15 -2.06 -0.50
14 O 2.23 -0.84 1.07
15 H 1.83 -2.72 2.59
16 H 1.01 -3.83 1.49
17 H 0.16 -2.46 2.15
18 H 2.37 -0.33 0.24

Maximum force: 2.83 eV/A
Relative energy (zero: lowest compared OMol25 entry of this formula, charge and spin): 26.0 kcal per mole
Net charge: 0
SMILES: C/C=C/O.CC(=O)O
HOMO: -8.55 eV
Frontier orbital gap: 9.3 eV
Electronic energy: -422.21512 hartree

---

Entry from the OMol25 dataset: a 2-piece molecular cluster, C5H12NO2P overall in a non-equilibrium geometry (ωB97M-V with the def2-TZVPD basis set).

Element x y z (Å)
1 C -1.40 1.45 0.43
2 C -1.36 0.75 -0.94
3 C -1.45 0.03 0.98
4 C -1.77 -1.84 -0.62
5 C 2.86 1.08 0.97
6 N -1.73 -0.52 -0.20
7 O 1.64 -0.40 -1.18
8 O 2.47 -1.67 0.82
9 P 1.71 -0.44 0.51
10 H -0.57 2.08 0.78
11 H -2.28 2.13 0.54
12 H -2.03 0.97 -1.67
13 H -0.43 0.54 -1.39
14 H -1.86 -0.26 1.99
15 H -0.84 -2.42 -0.33
16 H -2.52 -2.48 -0.06
17 H -1.93 -2.10 -1.73
18 H 2.36 1.94 0.62
19 H 3.33 1.04 1.87
20 H 3.51 0.96 0.19
21 H 2.28 -0.86 -1.59

Maximum force: 6.35 eV/A
Relative energy (zero: lowest compared OMol25 entry of this formula, charge and spin): 94.4 kcal per mole
Net charge: 0
HOMO (alpha / beta): -6.43 / -6.94 eV
Frontier orbital gap (alpha / beta): 5.8 / 6.9 eV
Electronic energy: -744.17279 hartree

---

Entry from the OMol25 dataset: a 2-piece molecular cluster, C3H10NOS overall in a non-equilibrium geometry (ωB97M-V with the def2-TZVPD basis set).

Element x y z (Å)
1 C -0.06 0.95 0.42
2 C 0.03 0.12 1.86
3 S 1.53 0.42 2.78
4 H -0.03 2.08 0.54
5 H 0.90 0.63 -0.22
6 H -0.91 0.67 -0.18
7 H 0.12 -0.93 1.48
8 H -0.88 0.32 2.48
9 H 1.44 1.68 2.51
10 N 0.01 -1.27 -3.23
11 C -1.40 -0.39 -2.88
12 O -1.76 -0.43 -1.56
13 H -0.16 -2.16 -2.70
14 H 0.64 -0.76 -2.67
15 H -2.14 -0.61 -3.75
16 H -0.92 0.70 -3.28

Maximum force: 4.46 eV/A
Relative energy (zero: lowest compared OMol25 entry of this formula, charge and spin): 74.8 kcal per mole
Net charge: 0
⟨S²⟩: 0.764
HOMO (alpha / beta): -8.92 / -8.92 eV
Multiplicity: 2
Frontier orbital gap (alpha / beta): 9.8 / 6.2 eV
Electronic energy: -648.31512 hartree

---

> Which of these has the lowest maximum force?

C6H7N

---

Copy entry 6 word for word.
Entry from the OMol25 dataset: a 2-piece molecular cluster, C3H10NOS overall in a non-equilibrium geometry (ωB97M-V with the def2-TZVPD basis set).

Element x y z (Å)
1 C -0.06 0.95 0.42
2 C 0.03 0.12 1.86
3 S 1.53 0.42 2.78
4 H -0.03 2.08 0.54
5 H 0.90 0.63 -0.22
6 H -0.91 0.67 -0.18
7 H 0.12 -0.93 1.48
8 H -0.88 0.32 2.48
9 H 1.44 1.68 2.51
10 N 0.01 -1.27 -3.23
11 C -1.40 -0.39 -2.88
12 O -1.76 -0.43 -1.56
13 H -0.16 -2.16 -2.70
14 H 0.64 -0.76 -2.67
15 H -2.14 -0.61 -3.75
16 H -0.92 0.70 -3.28

Maximum force: 4.46 eV/A
Relative energy (zero: lowest compared OMol25 entry of this formula, charge and spin): 74.8 kcal per mole
Net charge: 0
⟨S²⟩: 0.764
HOMO (alpha / beta): -8.92 / -8.92 eV
Multiplicity: 2
Frontier orbital gap (alpha / beta): 9.8 / 6.2 eV
Electronic energy: -648.31512 hartree

---

Repeat the fifth record exactly.
Entry from the OMol25 dataset: a 2-piece molecular cluster, C5H12NO2P overall in a non-equilibrium geometry (ωB97M-V with the def2-TZVPD basis set).

Element x y z (Å)
1 C -1.40 1.45 0.43
2 C -1.36 0.75 -0.94
3 C -1.45 0.03 0.98
4 C -1.77 -1.84 -0.62
5 C 2.86 1.08 0.97
6 N -1.73 -0.52 -0.20
7 O 1.64 -0.40 -1.18
8 O 2.47 -1.67 0.82
9 P 1.71 -0.44 0.51
10 H -0.57 2.08 0.78
11 H -2.28 2.13 0.54
12 H -2.03 0.97 -1.67
13 H -0.43 0.54 -1.39
14 H -1.86 -0.26 1.99
15 H -0.84 -2.42 -0.33
16 H -2.52 -2.48 -0.06
17 H -1.93 -2.10 -1.73
18 H 2.36 1.94 0.62
19 H 3.33 1.04 1.87
20 H 3.51 0.96 0.19
21 H 2.28 -0.86 -1.59

Maximum force: 6.35 eV/A
Relative energy (zero: lowest compared OMol25 entry of this formula, charge and spin): 94.4 kcal per mole
Net charge: 0
HOMO (alpha / beta): -6.43 / -6.94 eV
Frontier orbital gap (alpha / beta): 5.8 / 6.9 eV
Electronic energy: -744.17279 hartree